{
  "formula": "C49H36F4N9S2Zr",
  "method": "wB97M-V/def2-TZVPD",
  "symbols": ["C", "H", "C", "H", "C", "C", "C", "C", "C", "C", "H", "H", "H", "H", "H", "C", "C", "H", "C", "F", "C", "C", "H", "C", "H", "C", "N", "C", "H", "C", "C", "C", "C", "C", "C", "C", "C", "C", "N", "N", "C", "C", "N", "N", "H", "C", "H", "H", "S", "N", "C", "H", "H", "H", "C", "C", "H", "C", "C", "C", "H", "C", "C", "C", "C", "N", "Zr", "C", "H", "C", "C", "H", "C", "C", "H", "F", "S", "N", "C", "H", "H", "H", "C", "C", "H", "H", "F", "H", "H", "H", "C", "N", "H", "H", "C", "F", "H", "C", "H", "H", "H"],
  "coordinates": [[-1.458, -3.098, -0.324], [0.886, 4.472, -2.619], [-1.045, -5.016, -1.681], [3.863, 3.684, -0.447], [-2.782, -1.725, 3.039], [3.830, -0.835, -0.606], [-4.625, -2.425, 4.496], [-3.303, -4.053, 3.316], [-4.328, 0.432, -1.843], [0.639, -4.157, -0.169], [-1.730, 4.747, -2.011], [-3.818, 1.325, 1.452], [2.295, 2.323, -4.184], [4.672, -1.508, -0.590], [-0.243, -0.629, 4.273], [-1.405, 2.798, -0.995], [-2.519, 0.476, 3.186], [0.017, 1.125, 4.162], [-1.932, 1.786, 2.949], [1.900, -4.260, 0.297], [2.441, 0.889, -0.957], [-0.981, 1.845, 1.921], [-2.995, -0.848, -4.054], [2.185, 0.997, 2.681], [2.243, -2.030, 0.319], [0.207, -5.081, -1.103], [-2.770, 0.424, -0.138], [0.491, 0.153, 4.096], [-3.003, 2.758, 4.552], [-3.068, 0.120, -1.447], [3.885, 3.694, -1.530], [5.799, 5.282, -4.287], [-0.337, 3.085, 1.798], [-4.362, -3.739, 4.170], [0.677, 2.554, -1.499], [0.682, -2.628, -5.118], [0.804, -2.448, 2.373], [1.540, -2.534, -4.015], [-0.392, 1.950, -0.840], [-2.158, -0.910, -3.500], [0.258, 3.795, -2.064], [-1.879, -3.994, -1.275], [-2.074, -0.599, 2.594], [1.122, -0.029, 2.767], [5.514, 5.086, -1.647], [2.558, -1.103, -0.108], [2.534, -2.955, -4.086], [1.846, -1.870, -2.014], [-3.858, 0.259, 4.259], [1.698, -0.075, -0.265], [3.002, 2.930, -3.632], [1.743, 1.981, 2.816], [-1.688, -3.328, 2.126], [1.366, -3.378, 2.272], [1.159, -1.921, -2.839], [-2.018, -0.494, -2.228], [2.687, 0.951, 1.716], [-0.622, 4.167, 2.621], [1.975, 2.083, -1.519], [-0.187, -3.110, 0.259], [0.061, -2.617, 3.163], [-1.067, 3.936, -1.757], [4.810, 4.477, -2.196], [-0.127, -1.384, -2.762], [2.975, 2.919, -2.242], [0.138, -2.076, 1.119], [-0.433, -0.042, 0.608], [1.770, -1.363, 2.810], [-2.364, 2.641, -0.533], [3.931, 3.702, -4.308], [-2.515, -3.068, 2.759], [2.130, -1.557, 3.825], [-0.593, -2.107, -5.067], [4.836, 4.480, -3.591], [4.539, 0.963, -1.671], [1.049, -6.048, -1.484], [-5.183, 1.119, -0.540], [6.572, 5.920, -4.848], [-1.597, 4.069, 3.606], [-3.092, -5.090, 3.095], [2.924, 0.839, 3.473], [-1.356, -5.735, -2.425], [-2.258, 2.867, 3.771], [-3.807, 0.958, 0.441], [1.258, 0.093, 4.873], [-4.783, 0.285, -2.808], [-3.101, -3.854, -1.817], [-1.270, -2.174, -5.908], [2.639, -1.349, 2.165], [-5.420, -2.169, 5.184], [-3.824, -1.439, 3.934], [-0.826, -0.739, -1.732], [0.418, 3.237, 1.034], [-4.965, -4.530, 4.596], [-0.968, -1.496, -3.878], [-2.266, -2.083, 0.075], [-0.086, 5.098, 2.485], [3.758, 0.426, -1.159], [3.960, 3.707, -5.389], [-1.828, 4.914, 4.241], [1.025, -3.119, -6.019]],
  "total_energy_ev": -98627.69923,
  "de_lowest_kcal_mol": 11.04,
  "charge": 1,
  "homo_energy_ev": -10.1,
  "lumo_ev": -3.26,
  "multiplicity": 1
}


{
  "formula": "C49H38AsNO2PPtS",
  "method": "wB97M-V/def2-TZVPD",
  "symbols": ["H", "H", "C", "C", "C", "N", "C", "C", "H", "H", "H", "C", "S", "C", "C", "H", "C", "O", "C", "C", "H", "C", "C", "H", "H", "C", "C", "H", "Pt", "H", "C", "H", "C", "H", "H", "H", "H", "H", "H", "H", "C", "H", "C", "C", "C", "C", "H", "C", "H", "H", "C", "C", "C", "H", "C", "C", "C", "H", "C", "C", "O", "C", "C", "C", "H", "H", "H", "H", "C", "C", "C", "C", "C", "C", "H", "H", "P", "C", "H", "C", "C", "H", "C", "C", "C", "C", "As", "H", "C", "H", "H", "C", "H", "H"],
  "coordinates": [[1.402, 5.241, -3.199], [-5.372, 2.041, 3.383], [-2.263, -2.761, -4.012], [0.010, 2.142, 2.599], [-2.317, -2.138, 4.496], [1.207, 0.387, -1.071], [-3.942, -2.310, 0.866], [-5.563, -3.194, 2.408], [-4.429, 2.643, -0.753], [3.129, 3.245, 3.334], [-2.948, -1.097, 2.747], [2.272, -0.519, -1.086], [-1.205, -0.662, -2.635], [-1.476, -4.874, 0.987], [4.631, -1.005, -0.815], [-3.255, -2.674, 4.587], [-0.117, -1.628, 5.282], [1.364, 0.041, 1.902], [-2.536, -2.875, -1.638], [-2.027, -2.202, -2.742], [1.169, -6.164, 2.668], [-4.889, -1.398, 0.405], [1.375, 4.253, -2.757], [-2.234, 1.618, -0.396], [-3.535, -3.886, 2.264], [4.404, -2.368, -0.986], [0.085, -3.142, 1.581], [3.773, 0.953, -0.663], [-0.538, -0.348, -0.331], [-4.619, -0.690, -0.370], [-2.507, 1.269, 1.708], [0.982, -0.192, 4.155], [0.053, -0.727, 4.239], [5.637, -0.647, -0.626], [-0.147, 4.738, -1.323], [-2.387, -5.201, 0.506], [-0.668, 5.069, 4.176], [-3.750, -4.499, -0.925], [-6.891, -0.657, 0.596], [2.902, -3.857, -1.352], [-5.050, 2.419, 1.294], [-0.955, -6.859, 1.601], [-0.728, 3.200, 3.134], [0.529, -5.423, 2.203], [-1.301, -2.341, 5.414], [-3.311, -4.027, -1.794], [1.797, 5.120, 4.336], [-3.007, -3.915, -4.161], [-6.025, 2.870, 1.142], [1.058, -2.234, -1.503], [-6.505, -2.282, 1.950], [-0.661, -5.815, 1.600], [-6.166, -1.382, 0.947], [0.689, -1.779, 5.990], [-4.157, 2.298, 0.238], [2.047, 3.259, 3.292], [-0.956, -0.521, 3.296], [-1.805, 3.208, 3.067], [0.510, 3.965, -1.709], [3.589, -0.096, -0.856], [3.380, 1.056, 1.986], [1.305, 4.291, 3.841], [-4.681, 1.961, 2.552], [1.306, 1.662, -1.603], [0.401, -2.108, 1.568], [-0.188, 2.489, -0.314], [-7.497, -2.264, 2.385], [-1.427, -3.050, 6.225], [-3.551, -4.557, -3.049], [-2.906, 1.724, 0.446], [0.901, -4.087, 2.190], [3.106, -2.801, -1.215], [-1.111, -3.528, 0.975], [1.400, 2.194, 2.683], [2.878, 3.435, -4.050], [5.223, -3.076, -0.935], [-0.730, 0.619, 1.850], [-2.140, -1.239, 3.449], [-4.155, -5.448, -3.162], [2.057, -1.891, -1.277], [0.477, 2.700, -1.141], [-3.159, 1.064, 3.748], [2.176, 1.970, -2.667], [2.203, 3.239, -3.224], [2.166, 1.015, 2.139], [-4.277, -3.200, 1.877], [-2.162, -2.136, 0.109], [-1.857, -2.253, -4.878], [-3.425, 1.402, 2.754], [-3.174, -4.319, -5.153], [1.835, -3.768, 2.640], [-0.081, 4.260, 3.757], [-5.822, -3.894, 3.194], [2.809, 1.188, -3.067]],
  "total_energy_ev": -141228.64801,
  "de_lowest_kcal_mol": 5.80,
  "charge": -1,
  "homo_energy_ev": -3.7,
  "lumo_ev": 2.30,
  "multiplicity": 1
}